# C20H28N3O2

An isolated ion of composition C20H28N3O2 and charge +1 (ωB97M-V/def2-TZVPD, OMol25).

```
53
Properties=species:S:1:pos:R:3:forces:R:3:lowdin_charge:R:1
O -0.2714 0.2036 1.2412 0.03 -0.30 0.09 -0.020
O -2.7912 0.3932 0.2958 -0.13 -0.09 -0.05 -0.084
N 0.9851 1.1789 -1.2186 0.21 0.08 0.14 -0.156
N 3.5567 0.1399 -0.3139 0.35 0.09 -0.05 -0.037
N 5.8785 0.2821 -0.3836 -0.43 0.23 -0.10 0.149
C -4.6543 -0.9385 -0.2665 0.17 0.12 0.04 -0.156
C 7.3107 -1.2517 0.6952 -0.02 0.23 -0.16 -0.036
C -5.0279 1.1555 0.8891 0.27 0.14 0.05 -0.024
C -4.1632 0.2328 0.3213 -0.20 -0.19 -0.05 -0.201
C 6.1707 -1.9408 1.1557 -0.15 0.29 -0.22 -0.012
C -6.0283 -1.1748 -0.2647 0.05 0.16 0.08 -0.232
C 4.9178 -1.5019 0.8364 0.06 -0.08 0.02 0.032
C -6.5790 -2.4240 -0.8797 0.03 0.03 0.00 -0.041
C 1.3405 -0.2262 -1.2440 0.21 -0.24 -0.10 -0.143
C 2.3238 -0.6167 -0.1363 -0.65 -0.31 0.14 -0.109
C -6.3903 0.9106 0.8786 -0.02 -0.04 -0.02 -0.072
C -6.8857 -0.2445 0.3098 -0.02 0.06 0.03 -0.048
C 4.7430 -0.3441 0.0318 0.05 -0.19 0.11 -0.201
C -0.7140 1.4176 0.6740 -0.39 0.32 -0.47 -0.325
C -3.7146 -1.9295 -0.8886 -0.02 0.09 0.05 -0.023
C -2.2296 1.5572 0.8570 0.34 0.29 0.24 -0.150
C -0.3696 1.5104 -0.8352 -0.09 -0.05 0.35 -0.124
C 7.1265 -0.1408 -0.0663 0.45 -0.45 0.33 -0.039
C 2.0021 1.9947 -0.5885 -0.04 0.07 -0.11 -0.158
C 3.3907 1.4545 -0.9197 -0.15 0.45 -0.17 -0.108
H -4.6580 2.0621 1.3403 0.05 0.08 0.04 0.103
H 7.9432 0.4491 -0.4512 -0.02 0.07 -0.05 0.140
H 1.7971 -0.4536 -2.2172 -0.03 -0.17 0.10 0.128
H -0.9815 -0.4386 1.1004 0.02 -0.02 0.04 0.104
H -2.5900 2.4608 0.3511 -0.03 -0.05 0.04 0.142
H -0.5620 2.5358 -1.1617 -0.13 0.02 -0.03 0.135
H 1.9021 2.0349 0.5073 0.07 0.05 -0.01 0.129
H -4.0149 -2.1467 -1.9123 0.03 -0.08 -0.08 0.086
H 8.3006 -1.5900 0.9462 0.12 0.04 -0.02 0.119
H -1.0381 0.8473 -1.3866 -0.04 0.09 -0.02 0.131
H -0.2140 2.2208 1.2260 -0.13 -0.04 -0.04 0.146
H 0.4461 -0.8403 -1.1478 0.07 0.00 0.00 0.127
H -3.7262 -2.8667 -0.3324 0.05 -0.11 -0.02 0.090
H -2.7007 -1.5416 -0.8983 0.06 -0.08 -0.06 0.062
H 2.5344 -1.6833 -0.2125 0.03 0.04 0.00 0.128
H -7.6568 -2.4698 -0.7523 -0.06 -0.04 -0.01 0.079
H -7.9491 -0.4295 0.3090 -0.12 -0.03 -0.01 0.110
H 1.9111 3.0148 -0.9739 0.12 -0.01 0.12 0.138
H 1.8679 -0.4017 0.8357 0.13 -0.11 -0.10 0.125
H 5.7889 1.1010 -0.9726 0.02 -0.14 0.07 0.157
H -6.3568 -2.4580 -1.9459 -0.01 -0.08 -0.09 0.086
H 4.0516 -2.0108 1.2215 -0.09 0.00 0.00 0.117
H -7.0615 1.6303 1.3213 -0.06 0.07 0.04 0.107
H 6.2921 -2.8139 1.7770 -0.04 -0.09 0.07 0.127
H 4.1278 2.1499 -0.5082 -0.02 -0.04 -0.03 0.130
H 3.5059 1.3975 -2.0079 0.08 0.04 0.03 0.143
H -6.1372 -3.3074 -0.4209 0.00 -0.12 -0.02 0.085
H -2.4665 1.6226 1.9275 -0.01 0.02 -0.14 0.144
```
Positions in Å, forces in eV/Å.

Output
gap between HOMO and LUMO	6.9	eV
HOMO	-10.308	eV
calculated total energy	-29753.7349	eV
net charge	+1